Density functional theory data (ωB97M-V with the def2-TZVPD basis set) for a cluster of 4 separate species, C7H22O4 in total in a non-equilibrium geometry.

Calculated values
net charge: 0
energy relative to the best compared isomer or geometry (same formula, charge and spin): 1.7331 eV
E: -15803.194 eV
gap between HOMO and LUMO: 0.38284 Ha
structure (SMILES): CCO.CCO.CCO.CO

The geometry in XYZ format:
```
33
Properties=species:S:1:pos:R:3:lowdin_charge:R:1
C 0.02389 3.34320 5.12778 -0.076
C -0.64832 4.07832 3.93926 -0.324
O 0.31968 4.79486 3.22648 -0.090
H 0.64724 3.92336 5.80819 0.068
H 0.74056 2.59064 4.79894 0.068
H -0.70990 2.80330 5.72623 0.067
H -1.48542 4.75674 4.10387 0.107
H -0.99491 3.33227 3.22415 0.100
H -0.16397 5.24285 2.52864 0.079
C 4.82375 -2.78255 -0.80133 -0.109
C 3.73597 -2.47528 -1.80993 -0.323
O 2.63619 -1.67009 -1.37091 -0.079
H 4.40180 -3.43300 -0.03520 0.075
H 5.41007 -1.92501 -0.47125 0.072
H 5.57366 -3.41663 -1.27428 0.071
H 3.30347 -3.47300 -1.88480 0.107
H 4.27408 -2.11703 -2.68754 0.110
H 2.83542 -0.73693 -1.47641 0.075
C -4.00015 1.37502 -1.74770 -0.086
C -2.61439 1.33404 -1.18876 -0.380
O -2.12383 0.05150 -1.13845 -0.057
H -4.13299 2.37075 -2.17076 0.076
H -4.67807 1.23196 -0.90622 0.076
H -4.22120 0.65745 -2.53783 0.080
H -2.69706 1.91158 -0.26805 0.105
H -1.86718 1.87772 -1.76686 0.110
H -1.16397 0.04573 -1.12334 0.088
C -0.98895 -4.18785 -2.47378 -0.133
O -2.28050 -3.71415 -1.94549 -0.130
H -0.27805 -4.30921 -1.65646 0.063
H -0.95467 -5.20445 -2.86550 0.071
H -0.57575 -3.47819 -3.19054 0.071
H -2.14651 -2.79792 -1.69216 0.047
```

=====

Density functional theory data (ωB97M-V with the def2-TZVPD basis set) for a cluster of 5 separate species, C7H22O5 in total in a non-equilibrium geometry.

Calculated values
net charge: 0
energy relative to the best compared isomer or geometry (same formula, charge and spin): 0.7835 eV
E: -17852.428 eV
gap between HOMO and LUMO: 0.38043 Ha
structure (SMILES): C=CCCCCCO.O.O.O.O

The geometry in XYZ format:
```
34
Properties=species:S:1:pos:R:3:lowdin_charge:R:1
C -3.35866 0.80997 2.55132 -0.002
C -2.99113 0.08601 1.50300 -0.196
C -2.00883 -1.03477 1.58490 -0.218
C -0.72529 -0.73855 0.78373 -0.189
C -0.85600 -0.93280 -0.75905 -0.178
C 0.27910 -1.79275 -1.35056 -0.162
C 1.04358 -0.95321 -2.39340 -0.225
O 1.77509 0.12773 -1.80659 -0.108
H -3.93173 1.72111 2.52038 0.046
H -3.01382 0.56633 3.54873 0.054
H -3.33080 0.32085 0.48407 0.109
H -2.43477 -1.93026 1.13851 0.103
H -1.79601 -1.27465 2.64522 0.116
H -0.46311 0.31778 0.92097 0.097
H 0.16690 -1.21695 1.17092 0.095
H -0.94192 0.09628 -1.12400 0.085
H -1.79767 -1.45769 -0.99294 0.110
H 1.00327 -2.18096 -0.64275 0.086
H -0.16290 -2.68844 -1.81267 0.116
H 0.39073 -0.51645 -3.13784 0.117
H 1.76705 -1.62439 -2.83733 0.111
H 2.16881 -0.09856 -0.94491 0.053
O 2.33534 1.01266 0.63361 -0.056
H 3.12063 1.56254 0.73694 0.078
H 1.49007 1.44955 0.82669 0.027
O 0.17052 2.29929 -1.93516 -0.084
H -0.57869 1.81382 -2.29917 0.038
H 0.75108 1.48810 -1.83492 0.016
O 3.19368 -1.88915 0.45767 -0.061
H 3.63009 -2.39328 1.16687 0.056
H 2.67246 -1.16355 0.81305 -0.006
O 1.08435 3.33554 0.46211 -0.081
H 0.34746 3.94528 0.35122 0.051
H 1.00113 2.93360 -0.42861 0.004
```

=====

Density functional theory data (ωB97M-V with the def2-TZVPD basis set) for a cluster of 6 separate species, C7H22O5 in total in a non-equilibrium geometry.

Calculated values
net charge: 0
energy relative to the best compared isomer or geometry (same formula, charge and spin): 3.4439 eV
E: -17849.767 eV
gap between HOMO and LUMO: 0.35049 Ha
structure (SMILES): C=C(C)C(=C)CC.O.O.O.O.O

The geometry in XYZ format:
```
34
Properties=species:S:1:pos:R:3:lowdin_charge:R:1
C 1.18318 -1.47231 0.64303 0.020
C 0.22294 -0.87858 -0.03904 -0.307
C -0.29527 -1.62534 -1.29059 -0.018
C -0.16091 0.54795 0.12657 -0.288
C 0.60963 1.52212 -0.30118 0.028
C -1.39958 0.66142 0.95939 -0.226
C -1.72020 2.04122 1.45117 -0.113
H 1.60426 -1.02472 1.52779 0.030
H 1.66153 -2.35386 0.41974 0.067
H -0.43400 -2.58200 -0.99508 0.035
H -1.27890 -1.20668 -1.53881 0.088
H 0.36813 -1.54109 -2.09412 0.058
H 0.35852 2.58701 -0.36584 0.076
H 1.69151 1.36506 -0.76533 0.107
H -1.40210 -0.08092 1.79230 0.100
H -2.25465 0.29318 0.28982 0.146
H -1.91161 2.62744 0.51755 0.091
H -0.87763 2.50167 1.97015 0.077
H -2.59068 2.12753 2.07656 0.065
O 1.55564 -1.58013 3.38000 -0.114
H 1.04732 -0.69957 3.48060 0.094
H 2.49870 -1.31041 3.47359 0.062
O 3.13815 0.10941 0.47801 -0.136
H 3.93189 -0.12049 -0.15773 0.114
H 2.33201 0.17768 -0.08930 -0.025
O -1.32569 -0.04922 -4.52219 -0.076
H -0.52545 -0.44537 -4.24399 -0.018
H -1.15524 0.86899 -4.10714 0.069
O -2.37737 -2.09281 2.23929 -0.027
H -3.15495 -2.50559 2.47491 -0.008
H -1.70473 -2.69141 1.85771 0.062
O 0.22066 2.79880 -2.75275 0.017
H 0.68405 3.52412 -3.05004 0.011
H 0.78233 2.22212 -2.34829 -0.059
```

=====

Density functional theory data (ωB97M-V with the def2-TZVPD basis set) for a cluster of 2 separate species, C7H23BOP2S in total.

Calculated values
net charge: 0
energy relative to the best compared isomer or geometry (same formula, charge and spin): 0.0000 eV
E: -39767.297 eV
gap between HOMO and LUMO: 0.27450 Ha
structure (SMILES): CB(O)[PH3][PH2]=S.CCCCCC

The geometry in XYZ format:
```
35
Properties=species:S:1:pos:R:3:lowdin_charge:R:1
C -2.69302 3.80739 -4.86553 -0.056
B -3.13494 3.06315 -3.56763 -0.632
O -4.22873 2.23545 -3.56085 0.079
P -2.12661 3.27549 -1.85037 0.607
P -0.99185 3.38126 0.22638 0.057
S -1.31980 1.80213 1.33542 0.012
H -2.90339 4.87191 -4.70738 0.069
H -3.24771 3.47751 -5.74386 0.063
H -1.62215 3.73461 -5.07342 0.060
H -4.89229 2.42575 -2.88673 0.100
H -1.96833 4.70112 -1.94854 -0.033
H -3.17641 2.76951 -1.01122 -0.038
H -1.07859 2.39439 -2.26904 -0.014
H 0.37321 3.67321 0.00864 -0.082
H -1.45281 4.58938 0.80122 -0.085
C 3.69759 -3.39297 0.63871 -0.115
C 2.95722 -3.49024 1.96839 -0.273
C 1.44690 -3.66311 1.81446 -0.232
C 0.73837 -2.50790 1.10349 -0.229
C 0.92991 -1.13664 1.74969 -0.287
C 0.38228 -1.04917 3.16939 -0.123
H 3.37522 -2.52508 0.06135 0.064
H 4.77378 -3.30162 0.79262 0.067
H 3.52281 -4.28335 0.03016 0.073
H 3.17046 -2.60289 2.57069 0.097
H 3.34828 -4.34035 2.53400 0.102
H 1.00456 -3.80950 2.80360 0.100
H 1.25154 -4.58685 1.25945 0.107
H -0.33275 -2.73136 1.06303 0.109
H 1.07237 -2.45994 0.06294 0.099
H 0.42454 -0.38810 1.13693 0.035
H 1.99072 -0.86712 1.74924 0.099
H -0.68585 -1.27871 3.18660 0.074
H 0.50910 -0.04407 3.57296 0.061
H 0.88637 -1.74331 3.84519 0.063
```

=====

Density functional theory data (ωB97M-V with the def2-TZVPD basis set) for a structure of composition C7H23InN8O5 in a non-equilibrium geometry.

Calculated values
net charge: +2
energy relative to the best compared isomer or geometry (same formula, charge and spin): 0.0000 eV
E: -34949.288 eV
gap between HOMO and LUMO: 0.15802 Ha

The geometry in XYZ format:
```
44
Properties=species:S:1:pos:R:3:lowdin_charge:R:1
In -5.65609 -35.66140 2.13536 1.439
C -8.90303 -36.53138 5.28622 0.023
C -7.61536 -35.82753 5.79264 -0.537
C -7.08332 -36.41170 7.09728 -0.013
O -6.70568 -35.76570 4.80203 -0.118
H -9.70439 -36.58377 6.02158 0.106
H -8.75593 -37.54051 4.89927 0.104
H -9.30747 -35.97830 4.43470 0.079
H -7.97378 -34.80821 6.03822 0.137
H -7.83706 -36.81729 7.76569 0.100
H -6.44028 -35.66972 7.57845 0.094
H -6.41907 -37.25736 6.89407 0.084
C -6.44283 -32.87337 -0.33892 -0.611
O -6.18787 -33.88605 0.33356 -0.112
N -7.34901 -31.94513 0.03070 0.197
N -5.69446 -32.56271 -1.43517 0.191
H -7.66524 -31.17851 -0.53576 0.122
H -7.68849 -31.95088 0.97536 0.083
H -4.98120 -33.22127 -1.68676 0.120
H -5.72928 -31.61425 -1.75913 0.115
C -8.76361 -33.34908 2.87722 -0.645
O -8.17456 -34.31376 2.38320 -0.060
N -9.81903 -32.79154 2.20733 0.181
N -8.62517 -32.96134 4.17091 0.198
H -10.13847 -33.23874 1.36696 0.125
H -10.35534 -32.08668 2.68013 0.112
H -9.02601 -32.11777 4.53669 0.120
H -8.08192 -33.57508 4.74316 0.054
C -3.11914 -36.46562 4.61820 -0.602
O -3.46560 -35.80517 3.61666 -0.070
N -1.86011 -36.85208 4.85478 0.210
N -4.04168 -36.87520 5.53920 0.202
H -1.10994 -36.73943 4.19375 0.135
H -1.59400 -37.29070 5.71959 0.126
H -4.97929 -36.51788 5.48886 0.044
H -3.72163 -37.52220 6.23774 0.122
C -5.19964 -32.49766 4.32939 -0.616
O -5.19341 -33.25424 3.34997 -0.042
N -4.94880 -31.16445 4.25636 0.199
N -5.38083 -32.98284 5.60023 0.188
H -5.04083 -30.73684 3.35271 0.123
H -4.97532 -30.67345 5.13081 0.114
H -5.57287 -32.32922 6.34029 0.113
H -5.70503 -33.92504 5.71021 0.064
```

=====

Density functional theory data (ωB97M-V with the def2-TZVPD basis set) for a structure of composition C7H24HgN6O6 in a non-equilibrium geometry.

Calculated values
net charge: 0
energy relative to the best compared isomer or geometry (same formula, charge and spin): 3.3097 eV
E: -33045.932 eV
gap between HOMO and LUMO: 0.26167 Ha

The geometry in XYZ format:
```
44
Properties=species:S:1:pos:R:3:lowdin_charge:R:1
Hg 0.24453 -0.03110 -0.33825 1.193
C 1.28900 -2.90254 -2.94577 -0.107
C 2.22483 -2.02296 -2.07779 -0.471
O 1.85778 -1.71486 -0.76629 -0.390
H 0.26423 -2.53123 -2.95471 0.026
H 1.25312 -3.93901 -2.61028 0.050
H 1.69063 -2.98982 -3.95531 0.061
H 2.40555 -1.08673 -2.60591 0.080
H 3.23897 -2.41736 -2.14169 0.085
C 1.10509 4.24705 0.67297 -0.133
C 1.46686 2.82530 0.73982 -0.481
O 1.09711 2.17324 -0.45034 -0.385
H 1.65597 4.78800 1.44239 0.070
H 0.02419 4.38510 0.64634 0.041
H 1.37566 4.76954 -0.24458 0.075
H 1.01807 2.32922 1.60041 0.071
H 2.54889 2.76049 0.85425 0.092
C 1.18280 -0.23739 3.18754 -0.772
O 0.60747 -0.13785 2.11307 -0.014
N 2.00661 -1.20994 3.52666 0.166
N 1.06406 0.51480 4.17589 0.181
H 1.96188 -1.98901 2.88545 0.122
H 2.52261 -1.17767 4.39431 0.110
H 1.60953 0.32997 5.00558 0.122
H 0.30589 1.18208 4.18206 0.139
C -1.48187 -2.69391 -0.15922 -0.796
O -1.41057 -1.61845 0.36953 -0.013
N -2.44864 -2.94660 -1.00531 0.178
N -0.63905 -3.65408 0.06032 0.203
H -3.12735 -2.22162 -1.18931 0.123
H -2.60883 -3.92338 -1.20612 0.112
H 0.21756 -3.43051 0.54647 0.116
H -0.65538 -4.50431 -0.48460 0.116
C -2.46374 2.13270 -0.39380 -0.898
O -1.71100 1.25101 -0.38948 0.023
N -1.99613 3.31047 -0.35830 0.197
N -3.69356 2.06611 -0.52937 0.206
H -0.98997 3.23326 -0.40010 0.082
H -2.48196 4.07399 0.09016 0.123
H -4.34341 2.83654 -0.46432 0.130
H -4.05387 1.12347 -0.48818 0.132
O -0.63560 -0.21433 -2.40898 -0.083
H -1.02618 -1.03055 -2.72117 0.036
H -0.47179 0.29284 -3.20408 0.081
```